# 1
This record from the OMol25 dataset describes a single C5H6Br2F4N2O2 molecule in a non-equilibrium geometry. The level of theory is wB97M-V/def2-TZVPD.

XYZ file:
```
21
C5H6Br2F4N2O2 (wB97M-V/def2-TZVPD)
C -2.542 0.399 0.778
C -1.328 -0.184 0.035
O -0.230 0.391 0.356
C 0.960 0.094 -0.273
O 1.043 -0.664 -1.169
C 2.063 0.834 0.301
Br 2.032 2.787 0.187
C 3.273 0.289 -0.406
Br 3.626 -1.551 0.168
N -1.497 -0.187 -1.409
F -1.607 1.189 -1.864
F -2.669 -0.730 -1.722
N -1.101 -1.824 0.375
F -0.784 -1.904 1.763
F -2.371 -2.332 0.310
H -2.372 1.555 0.880
H -2.640 -0.014 1.897
H -3.464 0.210 0.287
H 2.227 0.520 1.402
H 3.118 0.166 -1.530
H 4.264 0.955 -0.366
```

Computed properties:
E, hartree: -6001.2923
Gap between HOMO and LUMO, eV: 10.140
SMILES: CC(OC(=O)[C@H](Br)CBr)(N(F)F)N(F)F
Net charge: 0
HOMO, Eh: -0.38186
Energy relative to the best compared isomer or geometry (same formula, charge and spin), kJ/mol: 237.2

=====

# 2
This record from the OMol25 dataset describes a 5-piece molecular cluster, C26H38O17S overall in a non-equilibrium geometry. The level of theory is wB97M-V/def2-TZVPD.

XYZ file:
```
82
C26H38O17S (wB97M-V/def2-TZVPD)
C -0.945 1.959 5.508
C 0.114 1.016 4.783
C 1.602 1.527 4.783
C 2.666 0.642 4.093
C 2.303 -0.703 3.433
C 0.833 -1.257 3.452
C -0.236 -0.367 4.119
C -1.759 -0.830 4.201
C -2.001 -1.402 5.693
C -2.234 -3.004 5.736
S -0.825 -3.938 6.508
O -1.048 -4.131 7.992
O -0.754 -5.305 5.883
O 0.658 -3.182 6.316
C 0.580 -2.669 2.788
O -0.516 -3.289 2.751
C 1.836 -3.435 2.128
C 3.154 -2.929 2.109
C 3.480 -1.508 2.732
O 4.648 -1.064 2.610
H -0.655 2.254 6.580
H -1.002 2.937 4.897
H -2.003 1.539 5.563
H 1.831 2.522 5.305
H 3.747 1.025 4.102
H -2.410 0.120 4.099
H -2.097 -1.530 3.370
H -2.815 -0.814 6.265
H -1.033 -1.214 6.298
H -3.145 -3.186 6.401
H -2.360 -3.384 4.664
H 1.052 -3.022 7.212
H 1.658 -4.470 1.679
H 4.012 -3.543 1.650
C 7.229 2.840 2.032
O 7.078 4.168 2.535
C 5.891 4.405 3.115
O 4.990 3.611 3.235
O 5.882 5.679 3.540
C 4.671 6.073 4.183
H 8.221 2.764 1.587
H 7.156 2.111 2.842
H 6.486 2.634 1.259
H 4.497 5.472 5.078
H 3.827 5.995 3.495
H 4.777 7.116 4.483
C -2.536 -5.149 -3.493
O -3.111 -5.022 -2.194
C -2.411 -4.236 -1.359
O -1.382 -3.660 -1.622
O -3.055 -4.202 -0.183
C -2.418 -3.395 0.811
H -3.181 -5.803 -4.082
H -2.485 -4.178 -3.988
H -1.546 -5.606 -3.433
H -2.364 -2.354 0.484
H -1.427 -3.780 1.039
H -3.023 -3.441 1.717
C -2.394 -0.152 -8.968
O -2.502 -0.154 -7.545
C -1.698 -1.039 -6.931
O -0.930 -1.794 -7.474
O -1.899 -0.935 -5.607
C -1.105 -1.824 -4.822
H -3.085 0.597 -9.355
H -1.382 0.119 -9.278
H -2.675 -1.125 -9.377
H -0.041 -1.619 -4.966
H -1.334 -2.863 -5.066
H -1.348 -1.655 -3.773
C -1.392 6.654 -8.378
O -2.221 5.899 -7.496
C -2.296 4.591 -7.795
O -1.738 4.041 -8.713
O -3.100 4.004 -6.895
C -3.272 2.601 -7.093
H -1.406 7.691 -8.042
H -0.362 6.293 -8.342
H -1.779 6.616 -9.398
H -2.319 2.080 -7.006
H -3.735 2.403 -8.062
H -3.938 2.232 -6.312
```

Computed properties:
E, hartree: -2690.5661
Gap between HOMO and LUMO, eV: 7.592
SMILES: Cc1ccc2c(c1CCCS(=O)(=O)O)C(=O)C=CC2=O.COC(=O)OC.COC(=O)OC.COC(=O)OC.COC(=O)OC
Net charge: 0
HOMO, Eh: -0.33901

=====

# 3
This record from the OMol25 dataset describes C36H53InN2O4SSi as an isolated structure. The level of theory is wB97M-V/def2-TZVPD.

XYZ file:
```
98
C36H53InN2O4SSi (wB97M-V/def2-TZVPD)
In 0.427 0.867 0.441
C 1.994 1.782 3.159
C 2.138 0.833 2.133
C 2.728 1.524 0.988
C 2.896 2.860 1.368
C 2.453 3.015 2.690
H 1.586 1.581 4.139
H 2.061 -0.237 2.273
H 3.144 1.063 0.099
H 3.298 3.640 0.738
H 2.436 3.944 3.242
O -1.741 -1.864 -0.018
H -1.014 -2.127 0.575
H -2.400 -2.556 0.105
O 3.052 -0.554 -1.837
C 2.499 -1.335 -1.085
N 2.792 -2.672 -0.996
C 2.082 -3.311 0.097
C 1.261 -2.107 0.594
O 0.491 -2.149 1.550
N 1.464 -1.040 -0.196
C 1.067 -4.348 -0.371
C 0.456 -5.177 0.566
C -0.536 -6.062 0.174
C -0.930 -6.128 -1.157
C -0.326 -5.301 -2.091
C 0.665 -4.411 -1.699
C 3.058 -3.857 1.129
C 3.356 -3.185 2.306
C 4.318 -3.687 3.174
C 4.989 -4.861 2.871
C 4.694 -5.539 1.696
C 3.731 -5.041 0.833
H 3.663 -3.015 -1.363
H 0.756 -5.122 1.605
H -1.002 -6.704 0.910
H -1.703 -6.821 -1.462
H -0.627 -5.345 -3.130
H 1.133 -3.764 -2.431
H 2.837 -2.272 2.565
H 4.540 -3.153 4.089
H 5.738 -5.250 3.549
H 5.210 -6.459 1.454
H 3.487 -5.585 -0.073
O 0.531 1.420 -1.861
S 0.286 1.119 -3.315
C 1.856 1.031 -4.198
C 1.523 0.121 -5.371
C 0.709 -1.074 -4.827
C 0.060 -0.671 -3.496
H 2.577 0.593 -3.507
H 2.155 2.038 -4.481
H 2.432 -0.203 -5.874
H 0.928 0.665 -6.109
H 1.355 -1.936 -4.662
H -0.047 -1.374 -5.551
H 0.560 -1.099 -2.632
H -1.001 -0.902 -3.422
C 0.076 4.417 0.165
C -1.363 4.028 -0.205
C -1.425 4.047 -1.739
C -2.310 5.129 0.301
Si -1.808 2.304 0.573
C -3.294 1.491 -0.364
C -3.969 0.366 0.434
C -2.820 0.887 -1.690
C -4.397 2.524 -0.667
C -2.180 2.443 2.465
C -2.021 1.061 3.120
C -1.188 3.380 3.166
C -3.589 2.974 2.776
H 0.273 5.438 -0.182
H 0.801 3.763 -0.325
H 0.278 4.383 1.234
H -1.074 5.028 -2.084
H -2.432 3.914 -2.133
H -0.774 3.293 -2.174
H -2.045 6.068 -0.198
H -2.222 5.300 1.373
H -3.358 4.925 0.074
H -3.261 -0.405 0.729
H -4.730 -0.097 -0.205
H -4.481 0.732 1.323
H -2.115 0.073 -1.513
H -2.355 1.629 -2.340
H -3.683 0.471 -2.225
H -4.779 3.000 0.238
H -5.237 2.000 -1.137
H -4.083 3.306 -1.356
H -0.996 0.688 3.034
H -2.686 0.309 2.700
H -2.240 1.142 4.191
H -0.152 3.114 2.962
H -1.336 3.306 4.250
H -1.332 4.424 2.891
H -4.386 2.322 2.422
H -3.757 3.968 2.359
H -3.698 3.056 3.863
```

Computed properties:
E, hartree: -2691.9216
Gap between HOMO and LUMO, eV: 7.878
Net charge: 0
HOMO, Eh: -0.27696
Energy relative to the best compared isomer or geometry (same formula, charge and spin), kJ/mol: 0.0

=====

# 4
This record from the OMol25 dataset describes C58H57N4O8P3RuS4 as an isolated structure. The level of theory is wB97M-V/def2-TZVPD.

XYZ file:
```
135
C58H57N4O8P3RuS4 (wB97M-V/def2-TZVPD)
Ru 0.392 0.207 -0.037
C 2.617 4.642 1.445
C 2.616 3.203 1.941
O 3.582 3.089 3.001
P 3.171 2.043 0.633
O 2.897 2.645 -0.790
O 4.746 2.117 0.736
O 2.598 0.674 0.809
P 0.932 2.686 2.517
O 1.369 1.642 3.683
O 0.149 3.804 3.085
O 0.300 1.924 1.360
H 3.636 4.954 1.207
H 2.212 5.289 2.222
H 2.008 4.744 0.546
H 3.295 2.365 3.577
H 2.029 2.328 -1.124
H 5.006 2.416 1.625
H 0.994 1.946 4.521
N -0.595 -1.005 -1.199
S -1.008 -1.101 -2.639
N -0.725 -0.032 -3.750
S -1.446 1.310 -4.323
N -1.377 2.524 -3.308
S -0.177 2.771 -2.278
N 0.371 1.637 -1.482
C -0.875 4.171 -1.446
C -1.578 5.139 -2.167
C -2.058 6.244 -1.486
C -1.849 6.373 -0.113
C -1.165 5.393 0.587
C -0.670 4.282 -0.086
C 1.186 3.442 -3.221
C 1.976 2.499 -3.874
C 3.049 2.930 -4.631
C 3.345 4.286 -4.712
C 2.564 5.214 -4.040
C 1.471 4.797 -3.288
C -3.008 1.294 -4.861
C -3.317 1.042 -6.241
C -4.633 1.022 -6.626
C -5.673 1.245 -5.704
C -5.359 1.491 -4.360
C -4.061 1.516 -3.911
C -0.438 1.667 -5.725
C 0.324 0.698 -6.351
C 1.114 1.060 -7.436
C 1.138 2.377 -7.868
C 0.365 3.339 -7.227
C -0.432 2.986 -6.152
C -0.205 -2.527 -3.354
C -0.070 -2.694 -4.725
C 0.505 -3.861 -5.205
C 0.930 -4.848 -4.322
C 0.770 -4.677 -2.955
C 0.189 -3.515 -2.469
C -2.701 -1.635 -2.745
C -3.344 -1.650 -3.973
C -4.640 -2.139 -4.042
C -5.259 -2.629 -2.902
C -4.578 -2.660 -1.692
C -3.288 -2.162 -1.610
H -1.756 5.019 -3.226
H -2.603 7.006 -2.027
H -2.229 7.243 0.408
H -1.004 5.465 1.657
H -0.148 3.502 0.451
H 1.747 1.443 -3.776
H 3.665 2.205 -5.150
H 4.196 4.619 -5.293
H 2.809 6.267 -4.088
H 0.867 5.522 -2.760
H -2.533 0.869 -6.966
H -4.869 0.840 -7.669
H -6.703 1.228 -6.032
H -6.159 1.662 -3.647
H -3.825 1.686 -2.867
H 0.321 -0.313 -5.980
H 1.715 0.312 -7.938
H 1.759 2.657 -8.710
H 0.379 4.366 -7.571
H -1.056 3.714 -5.650
H -0.414 -1.925 -5.399
H 0.618 -4.002 -6.272
H 1.376 -5.757 -4.706
H 1.089 -5.446 -2.260
H 0.036 -3.368 -1.412
H -2.850 -1.291 -4.864
H -5.160 -2.130 -4.991
H -6.275 -2.999 -2.959
H -5.049 -3.084 -0.814
H -2.729 -2.189 -0.690
C 2.421 -6.800 0.373
C 1.244 -6.143 0.716
C 1.164 -4.764 0.605
C 2.262 -4.022 0.152
C 3.427 -4.690 -0.214
C 3.507 -6.073 -0.089
P 2.041 -2.219 -0.043
C 3.700 -1.600 -0.441
C 3.813 -0.913 -1.647
C 5.036 -0.383 -2.042
C 6.150 -0.545 -1.232
C 6.045 -1.238 -0.032
C 4.826 -1.766 0.361
C 1.464 -1.827 1.636
C 1.902 -2.405 2.821
C 1.236 -2.130 4.005
C 0.126 -1.293 4.002
C -0.299 -0.689 2.830
C 0.366 -0.951 1.636
H 2.488 -7.877 0.465
H 0.389 -6.707 1.066
H 0.248 -4.252 0.882
H 4.275 -4.135 -0.594
H 4.425 -6.582 -0.357
H 2.935 -0.789 -2.273
H 5.117 0.162 -2.975
H 7.102 -0.124 -1.531
H 6.916 -1.361 0.600
H 4.744 -2.290 1.308
H 2.740 -3.092 2.811
H 1.574 -2.575 4.932
H -0.399 -1.091 4.928
H -1.130 0.004 2.861
C -3.417 2.405 1.065
S -2.481 1.071 0.328
C -3.343 -0.271 1.162
O -2.906 1.023 -1.105
H -4.469 2.125 1.065
H -3.246 3.287 0.451
H -3.043 2.581 2.077
H -3.531 -0.010 2.203
H -2.719 -1.159 1.110
H -4.276 -0.411 0.614
```

Computed properties:
E, hartree: -5776.6466
Gap between HOMO and LUMO (alpha / beta), eV: 4.742 / 6.104
Net charge: +1
HOMO (alpha / beta), Eh: -0.25341 / -0.37655
Spin multiplicity: 6
Energy relative to the best compared isomer or geometry (same formula, charge and spin), kJ/mol: 41.4

=====

# 5
This record from the OMol25 dataset describes a 2-piece molecular cluster, CH2O3S overall in a non-equilibrium geometry. The level of theory is wB97M-V/def2-TZVPD.

XYZ file:
```
7
CH2O3S (wB97M-V/def2-TZVPD)
C 1.002 -0.367 -0.047
O 1.722 0.097 -1.079
O -0.493 0.845 0.198
O 0.314 -1.444 0.107
S 2.448 0.245 0.546
H -0.022 1.675 0.094
H -0.616 -1.122 -0.063
```

Computed properties:
E, hartree: -663.0754
Gap between HOMO and LUMO, eV: 8.879
Net charge: 0
HOMO, Eh: -0.36862
Energy relative to the best compared isomer or geometry (same formula, charge and spin), kJ/mol: 256.0

=====

# 6
This record from the OMol25 dataset describes a 2-piece molecular cluster, C6H15BBrN2O5P2 overall in a non-equilibrium geometry. The level of theory is wB97M-V/def2-TZVPD.

XYZ file:
```
32
C6H15BBrN2O5P2 (wB97M-V/def2-TZVPD)
C 0.334 2.863 1.472
C -0.986 1.921 1.675
P -0.340 0.156 1.956
C -1.850 -0.879 2.543
C 0.346 -0.577 0.321
N 1.572 -0.058 -0.281
C 1.869 -0.822 -1.484
C 0.749 -1.875 -1.613
P 0.584 -3.235 -2.967
O 1.506 -2.754 -4.351
Br 1.589 -5.043 -1.965
N -0.185 -1.683 -0.476
O -1.305 -2.359 -0.167
B -2.342 -1.826 -1.077
O -2.715 -2.560 -2.276
O -2.957 -0.557 -0.775
H 0.366 3.375 0.448
H 0.396 3.584 2.355
H 1.278 2.197 1.517
H -1.473 2.289 2.654
H -1.707 1.974 0.790
H -2.820 -0.576 2.013
H -1.935 -0.771 3.677
H -1.554 -1.979 2.344
H 2.138 0.730 0.094
H 2.719 -0.758 -2.235
H 2.454 -2.975 -4.134
H -2.198 -2.115 -2.999
H -2.934 0.001 -1.596
O 2.951 4.431 1.600
H 2.553 5.279 1.370
H 3.901 4.602 1.567
```

Computed properties:
E, hartree: -4004.6373
Gap between HOMO and LUMO, eV: 7.967
Net charge: +1
HOMO, Eh: -0.43862

=====

Which of these has the lowest E? C5H6Br2F4N2O2

=====

Look up the E of the second one. -2690.5661 hartree

=====

Number 5 is which compound? CH2O3S